Molecular formula: C23H55CdNO15
Method: DFT, the ωB97M-V functional and the def2-TZVPD basis

Structure (XYZ):
```
95
C23H55CdNO15 (the ωB97M-V functional and the def2-TZVPD basis)
Cd 2.8185 0.1389 -2.2297
C 1.3389 -3.7334 -1.7081
C 2.5421 -3.0038 -2.4955
O 2.5329 -1.8496 -2.7802
O 3.4063 -3.7514 -2.9417
H 0.7365 -4.2734 -2.4387
H 0.6096 -3.0894 -1.2169
H 1.7846 -4.3322 -0.9138
C 0.7240 -0.6021 1.0335
C 1.4010 0.0378 -0.1637
O 2.6334 0.0868 -0.1143
O 0.8731 0.1411 -1.2554
H 0.7451 0.0034 1.9396
H 1.0225 -1.6169 1.2961
H -0.3309 -0.6414 0.7617
C 0.5257 -0.0142 5.2385
C -0.3260 -0.5277 6.4046
O -0.9530 -1.7141 5.9311
O 1.7022 -0.7057 5.0103
H 0.7790 1.0260 5.4436
H 0.0341 -0.0047 4.2657
H -1.2112 0.0828 6.5828
H 0.3310 -0.6875 7.2596
H -0.6017 -2.3648 6.5433
H 1.5185 -1.6305 4.8297
C 3.7381 2.5885 4.3480
C 4.6630 1.8933 3.3213
O 4.4180 2.3509 2.0300
O 3.6085 3.9454 4.0861
H 3.8443 2.2044 5.3625
H 2.6921 2.2838 4.3175
H 4.4990 0.8188 3.4023
H 5.7049 1.8103 3.6306
H 4.0614 1.5898 1.5660
H 3.8073 4.0180 3.1497
C -0.1069 4.3764 -0.7124
C 0.4273 3.7752 0.5137
O -0.6266 2.9110 0.9558
O 0.8785 5.3429 -1.1243
H -1.0401 4.8588 -0.4217
H -0.2397 3.7281 -1.5785
H 0.7410 4.3987 1.3509
H 1.3381 3.2039 0.3342
H -0.4412 2.5375 1.8204
H 1.1566 5.7514 -0.3013
C 2.4942 2.0530 -4.4062
C 3.2246 2.8785 -3.2963
O 2.8264 2.3642 -2.0101
O 2.6645 0.6659 -4.2306
H 2.9809 2.4045 -5.3159
H 1.4311 2.2729 -4.3089
H 3.0039 3.9440 -3.3604
H 4.2671 2.6594 -3.5268
H 3.2334 2.8935 -1.3203
H 2.5253 0.1350 -5.0183
C -1.3545 -4.5431 1.7267
C -1.3811 -4.1144 3.2534
O -0.1462 -3.7210 3.7498
O -0.4322 -5.4407 1.3235
H -1.0649 -3.7037 1.0946
H -2.3617 -4.9144 1.5376
H -1.6661 -5.0058 3.8123
H -2.1176 -3.3256 3.4068
H -0.2577 -2.8117 4.0368
H 0.3738 -4.9735 1.5556
C -2.7791 1.8043 -3.9440
C -2.8757 0.8954 -2.6643
C -4.4934 0.7550 -2.4306
C -4.8030 -0.4243 -1.5536
C -4.1815 -1.7637 -2.0807
C -2.6057 -1.6595 -2.3067
N -2.2722 -0.4327 -3.0654
O -0.9533 -0.3570 -3.4602
C -1.8789 -1.6682 -0.9394
C -2.1283 -2.9645 -3.1173
C -2.2746 1.6189 -1.4226
H -1.7656 1.8994 -4.3337
H -3.3943 2.6775 -3.7269
H -3.2596 1.2108 -4.7219
H -4.8821 1.7003 -2.0520
H -4.8928 0.5551 -3.4249
H -5.8581 -0.5799 -1.3282
H -4.3090 -0.2157 -0.6047
H -4.7210 -1.9852 -3.0016
H -4.4372 -2.5309 -1.3498
H -2.1627 -0.9661 -0.1555
H -2.0728 -2.6411 -0.4877
H -0.7966 -1.6168 -1.0581
H -2.5075 -3.1693 -4.1185
H -1.0564 -2.7916 -3.2139
H -2.0670 -3.7409 -2.3548
H -1.1996 1.7524 -1.5434
H -2.5132 1.0900 -0.4998
H -2.4750 2.6894 -1.3780
H -0.3866 -0.2189 -2.6978
```

Computed properties:
LUMO energy (spin up / spin down) = 1.9177 / 1.9110 eV
2S+1 = 2
Total charge = -1
E = -2260.2027 Ha
Kohn-Sham gap (spin up / spin down) = 2.4 / 7.2 eV

***

Molecular formula: C23H55ClN4O6
Method: DFT, the ωB97M-V functional and the def2-TZVPD basis

Structure (XYZ):
```
89
C23H55ClN4O6 (the ωB97M-V functional and the def2-TZVPD basis)
O -4.7005 -2.3577 -4.0374
C -4.4945 -1.1707 -4.3121
O -4.5611 -0.0030 -3.5203
C -4.8013 1.2532 -4.2453
C -4.8893 0.7040 -5.7658
C -4.1311 -0.7331 -5.8036
C -2.6134 -0.7777 -6.3051
C -1.9562 0.6631 -6.0713
C -0.3741 0.6903 -6.4120
Cl 0.6558 -0.0834 -5.1171
H -5.7774 1.7451 -3.8956
H -3.9274 1.9645 -4.0245
H -4.6415 1.4286 -6.6006
H -5.9824 0.3490 -5.8421
H -4.7970 -1.2857 -6.5596
H -2.0005 -1.6333 -5.8524
H -2.6370 -0.9952 -7.4347
H -2.4316 1.4084 -6.8053
H -2.0522 1.0356 -5.0016
H -0.0978 1.8022 -6.4488
H -0.2487 0.2480 -7.4502
C -0.6717 0.8028 1.1456
O -0.2237 0.7924 -0.2005
C 0.6529 -0.2831 -0.5198
C -0.0570 -1.6200 -0.8118
C -0.5589 -2.3312 0.4410
N -1.1781 -1.4436 -1.7417
H 0.0935 0.4400 1.8378
H -1.5856 0.2150 1.2427
H -0.9169 1.8333 1.4101
H 1.1736 0.0270 -1.4324
H 1.4236 -0.3959 0.2530
H 0.6776 -2.2815 -1.2846
H -1.4718 -1.8857 0.8412
H -0.7939 -3.3754 0.2146
H 0.2002 -2.3236 1.2282
H -0.8189 -1.0626 -2.6147
H -1.7617 -0.6919 -1.3732
C -2.3841 2.9017 4.4094
O -1.5949 1.7240 4.4582
C -0.4407 1.8233 5.2861
C -0.7149 1.6263 6.7905
C -1.3621 2.8369 7.4566
N -1.5487 0.4436 7.0379
H -1.7758 3.8088 4.4663
H -3.1287 2.8896 5.2068
H -2.9227 2.9048 3.4598
H 0.2233 1.0169 4.9571
H 0.0934 2.7619 5.0930
H 0.2528 1.4695 7.2792
H -2.4268 2.9221 7.2304
H -1.2783 2.7595 8.5444
H -0.8711 3.7646 7.1500
H -1.0641 -0.3782 6.6818
H -2.3682 0.5191 6.4348
C 3.4449 4.7442 1.7059
O 4.2548 4.4198 0.5881
C 3.7959 3.3037 -0.1679
C 2.6635 3.6281 -1.1627
C 1.3016 3.8065 -0.4993
N 2.9682 4.8252 -1.9569
H 3.0104 3.8554 2.1723
H 2.6609 5.4443 1.4129
H 4.0751 5.2480 2.4412
H 4.6636 2.9667 -0.7447
H 3.5239 2.4735 0.4954
H 2.5786 2.7771 -1.8473
H 1.1989 4.7735 -0.0018
H 0.5063 3.7540 -1.2481
H 1.1169 3.0205 0.2372
H 3.8272 4.6613 -2.4787
H 3.2222 5.5659 -1.3029
C 3.2077 -4.5620 -0.5479
O 2.9809 -4.0897 0.7702
C 1.9631 -4.7888 1.4798
C 2.4209 -6.1219 2.1046
C 2.5654 -7.2532 1.0909
N 3.6861 -5.9711 2.8341
H 2.2868 -4.9070 -1.0268
H 3.9555 -5.3565 -0.5402
H 3.6143 -3.7360 -1.1345
H 1.6653 -4.1206 2.2947
H 1.0756 -4.9224 0.8499
H 1.6493 -6.4274 2.8196
H 3.4767 -7.1704 0.4955
H 2.6137 -8.2174 1.6050
H 1.7114 -7.2820 0.4086
H 3.5552 -5.2876 3.5775
H 4.3470 -5.5164 2.2036
```

Computed properties:
LUMO energy = 0.5026 eV
SMILES = O=C1OCC[C@H]1CCCCl.COC[C@@H](C)N.COC[C@@H](C)N.COC[C@@H](C)N.COC[C@@H](C)N
E = -2039.8450 Ha
Kohn-Sham gap = 9.5 eV

***

Molecular formula: C23H55CrN3O2P4
Method: DFT, the ωB97M-V functional and the def2-TZVPD basis

Structure (XYZ):
```
88
C23H55CrN3O2P4 (the ωB97M-V functional and the def2-TZVPD basis)
Cr -0.9167 -1.0740 -1.3186
P 0.8803 -1.2527 0.1735
P 2.2286 4.1035 -1.4907
P -1.7871 -3.1180 -1.2456
H -0.2414 1.4201 -4.8471
C -0.7673 0.4865 -4.6081
C -2.1943 0.7171 -4.0844
H -2.4491 1.7803 -3.9981
C 2.3525 -1.9790 -0.5952
C 1.3669 0.3971 0.7723
C 0.5554 -2.1697 1.7047
C 2.5186 5.5873 -2.4486
C 2.0703 4.4807 0.2627
C 3.4761 2.8377 -1.7579
C -3.2886 -3.4122 -2.2168
C -2.2222 -3.6549 0.4243
C -0.5466 -4.2967 -1.8729
H -0.8369 -0.0631 -5.5590
H -2.9115 0.2899 -4.7963
H 3.1711 -2.0306 0.1354
H 2.6653 -1.3670 -1.4506
H 2.1169 -2.9880 -0.9582
H 2.0215 0.2989 1.6504
H 0.4673 0.9545 1.0671
H 1.8970 0.9654 -0.0020
H 0.5890 -3.2500 1.5188
H -0.4422 -1.8912 2.0709
H 1.3085 -1.9088 2.4615
H 3.5140 5.9917 -2.2142
H 1.7450 6.3293 -2.2013
H 2.4537 5.3459 -3.5199
H 2.9834 4.1745 0.7944
H 1.2064 3.9482 0.6880
H 1.9230 5.5623 0.3944
H 4.4460 3.3265 -1.9366
H 3.2102 2.2344 -2.6391
H 3.5626 2.1784 -0.8804
H -3.7114 -4.3809 -1.9192
H -3.0699 -3.4253 -3.2911
H -4.0294 -2.6268 -2.0153
H -3.0934 -4.3193 0.3595
H -2.4774 -2.7790 1.0373
H -1.3875 -4.1932 0.8880
H -1.0638 -5.1839 -2.2599
H 0.1407 -4.5896 -1.0692
H 0.0321 -3.8332 -2.6831
C -0.4330 1.5683 -2.0119
C 0.4458 0.4665 -2.3985
C -0.0468 -0.3796 -3.5782
C -1.2802 -1.1607 -3.1689
C -2.2805 -0.0233 -2.7554
C -1.6995 0.9029 -1.6709
O -0.2152 2.8710 -2.0392
H 0.9047 3.5429 -1.9599
H 1.5258 0.6078 -2.2982
H 0.7699 -0.9633 -4.0257
H -1.6790 -1.8998 -3.8613
H -3.3174 -0.3234 -2.5545
H -2.3895 1.3762 -0.9750
C -1.2943 3.0349 3.8948
N -1.1463 1.7475 3.2106
C -0.2890 0.8148 3.9524
P -2.3677 1.1101 2.2694
O -1.8792 -0.0087 1.4056
N -3.6819 0.5972 3.1762
C -3.9041 -0.8385 3.3688
C -4.1639 1.4155 4.2882
N -2.9926 2.4926 1.5579
C -2.1154 3.4352 0.8568
C -4.3412 2.4095 0.9815
H -1.4312 2.8924 4.9798
H -2.1438 3.6038 3.5042
H -0.3768 3.6259 3.7462
H -0.7069 0.5870 4.9477
H -0.1525 -0.1240 3.4013
H 0.6972 1.2800 4.0912
H -3.1823 -1.2779 4.0782
H -4.9146 -0.9692 3.7766
H -3.8420 -1.3665 2.4100
H -3.4604 1.4167 5.1372
H -4.3587 2.4478 3.9733
H -5.1082 0.9752 4.6312
H -1.4834 2.9532 0.0950
H -2.7554 4.1678 0.3487
H -1.4698 3.9773 1.5544
H -4.3313 1.9762 -0.0323
H -4.9781 1.7980 1.6296
H -4.7545 3.4247 0.9237
```

Computed properties:
LUMO energy (spin up / spin down) = -10.3272 / -11.6120 eV
2S+1 = 4
Total charge = +3
E = -3632.9750 Ha
Kohn-Sham gap (spin up / spin down) = 5.2 / 3.9 eV